Entry 1:
Below is a structure of composition C51H41BrIN2O5S7V, with properties calculated with wB97M-V/def2-TZVPD.

Results
Relative energy (zero: lowest compared OMol25 entry of this formula, charge and spin): 0.0 kcal per mole
Multiplicity: 4
HOMO energy (alpha / beta): -3.6 / -3.9 eV
Charge: -1
Expectation value of S²: 3.76
E_LUMO (alpha / beta): 1.89 / 1.89 eV
Kohn-Sham gap (alpha / beta): 5.535 / 5.759 eV
M: 1244.12 g/mol

Last column: Löwdin charge in e.
CARTESIAN COORDINATES (ANGSTROEM)
V1 -0.55573 -1.70463 -1.93389  0.21
C1 3.34584 -4.32992 3.31764  -0.05
C2 3.08922 -3.23078 2.32222  -0.27
C3 2.31067 -2.12555 2.66693  -0.02
C4 2.04525 -1.12206 1.75155  -0.04
C5 2.56936 -1.23703 0.47026  -0.39
C6 3.34302 -2.32425 0.09935  -0.07
C7 3.60814 -3.31358 1.03373  -0.03
S1 2.09271 -0.09226 -0.80703  1.04
O1 0.58598 -0.13107 -0.84315  -0.58
C8 2.52915 1.43895 0.02453  -0.29
C9 3.82140 1.48447 0.60013  -0.06
C10 4.25532 2.61091 1.22287  -0.01
C11 3.42039 3.75365 1.30082  -0.15
C12 3.84186 4.93333 1.95935  -0.04
C13 3.02858 6.02777 2.02098  -0.08
C14 1.75276 5.99274 1.42083  -0.07
C15 1.32095 4.86690 0.77863  -0.01
C16 2.14067 3.71310 0.70519  -0.10
C17 1.69285 2.52186 0.04926  -0.14
C18 0.37431 2.56851 -0.65431  -0.16
C19 0.38314 3.00740 -2.01591  -0.10
C20 1.58474 3.34405 -2.69388  -0.01
C21 1.56991 3.68401 -4.01644  -0.08
C22 0.35646 3.71590 -4.73520  -0.08
C23 -0.81551 3.41411 -4.10547  -0.03
C24 -0.83248 3.05724 -2.73621  -0.17
C25 -2.03706 2.68985 -2.09181  -0.07
C26 -2.02691 2.25671 -0.80362  -0.06
C27 -0.81441 2.20947 -0.08215  -0.29
S2 -0.88081 1.35415 1.50017  1.03
O2 0.37341 1.65220 2.25713  -0.48
C28 -2.15944 2.35388 2.25518  -0.36
C29 -3.43773 1.83372 2.35410  -0.07
C30 -4.42687 2.59623 2.96672  -0.03
C31 -4.14264 3.85081 3.48973  -0.28
C32 -5.20723 4.66480 4.17455  -0.06
C33 -2.83832 4.34147 3.39085  -0.04
C34 -1.84513 3.60054 2.77895  -0.05
H1 2.95189 -4.07262 4.29963  0.07
H2 4.41418 -4.52852 3.41637  0.08
H3 2.86975 -5.26015 3.00074  0.08
H4 1.90044 -2.05505 3.66754  0.11
H5 1.43959 -0.26177 2.02134  0.09
H6 3.70495 -2.41147 -0.91895  0.11
H7 4.20401 -4.17319 0.74945  0.12
H8 4.45578 0.60805 0.55449  0.11
H9 5.24008 2.64476 1.67279  0.11
H10 4.82439 4.94907 2.41633  0.11
H11 3.35964 6.92481 2.52869  0.10
H12 1.11294 6.86462 1.46924  0.10
H13 0.34132 4.84379 0.31937  0.12
H14 2.52544 3.31371 -2.15950  0.12
H15 2.49877 3.91866 -4.52105  0.10
H16 0.36101 3.96547 -5.78835  0.10
H17 -1.75215 3.41005 -4.64927  0.12
H18 -2.95807 2.69245 -2.65895  0.11
H19 -2.93950 1.90254 -0.34153  0.11
H20 -3.65095 0.84903 1.95060  0.09
H21 -5.43385 2.20251 3.04055  0.11
H22 -6.19869 4.25492 3.98591  0.07
H23 -5.19376 5.69930 3.82879  0.08
H24 -5.05025 4.67864 5.25527  0.08
H25 -2.60499 5.31778 3.80120  0.11
H26 -0.82615 3.96461 2.71428  0.11
S3 -4.24287 -2.60877 -8.20256  0.43
C35 -3.50498 -2.42247 -6.72894  -1.54
S4 -2.83133 -3.71480 -5.81680  0.87
C36 -2.24786 -2.79960 -4.44040  -1.16
C37 -2.46847 -1.46874 -4.50457  -1.17
S5 -2.02984 -0.25387 -3.31834  0.46
S6 -3.28991 -0.90815 -5.94577  0.87
S7 -1.46304 -3.68036 -3.15320  0.49
C38 -3.85364 -4.55866 0.45324  -0.07
C39 -3.93260 -3.74930 1.74361  -0.17
C40 -2.64885 -2.94802 2.05327  -0.30
C41 -2.82268 -2.15956 3.36047  -0.17
C42 -1.55222 -1.44193 3.80117  -0.06
C43 -1.52330 -3.94658 2.25522  -0.42
O3 -1.50607 -4.74440 3.17001  0.09
N1 -0.50343 -3.90291 1.34124  0.24
C44 -0.48884 -3.07956 0.22942  -0.55
O4 0.44330 -3.19179 -0.59118  -0.06
N2 -1.43543 -2.16654 0.00608  0.11
C45 -2.44886 -1.96246 0.88694  -0.44
O5 -3.24974 -1.05092 0.76298  0.05
H27 -4.79238 -5.08352 0.27395  0.07
H28 -3.06339 -5.31175 0.50274  0.08
H29 -3.65534 -3.92750 -0.41521  0.07
H30 -4.12177 -4.40569 2.59588  0.12
H31 -4.74594 -3.02360 1.68487  0.12
H32 -3.14802 -2.85798 4.13389  0.12
H33 -3.62541 -1.44087 3.19078  0.11
H34 -0.76011 -2.15656 4.03657  0.07
H35 -1.73009 -0.84000 4.69313  0.08
H36 -1.18149 -0.77449 3.02013  0.04
H37 0.24844 -4.57171 1.42519  0.16
Br1 4.28931 0.30827 -4.97367  0.70
C46 3.99201 -1.52571 -4.59052  -0.74
C47 5.09324 -2.37156 -4.57659  -0.15
C48 4.92289 -3.71265 -4.27418  -0.10
C49 3.65653 -4.20445 -3.98705  -0.08
C50 2.56045 -3.35752 -4.00733  -0.14
C51 2.72032 -2.00722 -4.31440  -0.68
I1 0.99135 -0.81888 -4.23282  1.17
H38 6.07366 -1.97306 -4.79828  0.09
H39 5.78212 -4.37079 -4.26353  0.10
H40 3.51617 -5.25047 -3.74787  0.11
H41 1.56654 -3.73255 -3.78509  0.07

Entry 2:
Below is a structure of composition C51H41N6O2PdS4, with properties calculated with wB97M-V/def2-TZVPD.

Results
Relative energy (zero: lowest compared OMol25 entry of this formula, charge and spin): 45.6 kcal per mole
Multiplicity: 1
HOMO energy: -3.0 eV
Charge: -1
E_LUMO: 2.11 eV
Kohn-Sham gap: 5.104 eV
M: 1004.62 g/mol

Last column: Löwdin charge in e.
CARTESIAN COORDINATES (ANGSTROEM)
Pd1 -0.56771 -0.71265 -0.09822  0.27
N1 -1.75549 -0.05317 1.83435  -0.30
S1 -0.51643 0.54767 2.31162  0.70
N2 0.31006 1.84283 1.61339  -0.39
S2 1.26208 1.77702 0.40630  0.85
N3 0.98565 1.28703 -1.02918  -0.38
S3 -0.49553 1.57869 -1.78507  0.67
N4 -1.77087 1.55283 -1.10534  -0.27
C1 -0.22307 0.54376 -3.21685  -0.33
C2 -1.16688 0.70771 -4.22277  -0.08
C3 -1.14441 -0.14152 -5.31642  -0.08
C4 -0.19332 -1.15371 -5.38788  -0.08
C5 0.73686 -1.31250 -4.37279  -0.07
C6 0.72619 -0.45935 -3.27708  -0.09
C7 -0.11522 3.21797 -2.48262  -0.31
C8 -0.83567 4.27941 -1.96793  -0.08
C9 -0.57985 5.56349 -2.43231  -0.08
C10 0.36999 5.77174 -3.42144  -0.10
C11 1.07728 4.69554 -3.94545  -0.09
C12 0.84228 3.41575 -3.46822  -0.08
C13 2.79417 0.95127 0.76851  -0.30
C14 3.75201 1.59669 1.53730  -0.07
C15 4.91518 0.91632 1.86091  -0.08
C16 5.09010 -0.39554 1.43779  -0.08
C17 4.10703 -1.03161 0.69237  -0.05
C18 2.94501 -0.35948 0.34280  -0.05
C19 1.74728 3.50382 0.32574  -0.31
C20 1.14107 4.46139 1.12031  -0.06
C21 1.50366 5.79196 0.96066  -0.07
C22 2.45502 6.14863 0.01767  -0.08
C23 3.04654 5.17815 -0.78201  -0.07
C24 2.68892 3.84901 -0.63479  -0.07
C25 -0.79241 1.45569 3.87405  -0.29
C26 -1.84527 0.95778 4.62973  -0.07
C27 -2.17676 1.55853 5.83496  -0.08
C28 -1.46250 2.66101 6.28411  -0.10
C29 -0.41387 3.15907 5.52464  -0.09
C30 -0.07649 2.55718 4.31944  -0.10
C31 0.80454 -0.56909 2.85541  -0.30
C32 1.80204 -0.20292 3.74575  -0.08
C33 2.74014 -1.15153 4.13294  -0.09
C34 2.66620 -2.45039 3.64619  -0.09
C35 1.65797 -2.80687 2.75983  -0.06
C36 0.72607 -1.86083 2.36395  -0.09
H1 -1.92497 1.47644 -4.13206  0.11
H2 -1.88309 -0.03016 -6.10023  0.10
H3 -0.19710 -1.83848 -6.22693  0.10
H4 1.44229 -2.13295 -4.39537  0.11
H5 1.41232 -0.61175 -2.45746  0.08
H6 -1.58871 4.06938 -1.21612  0.10
H7 -1.13355 6.40227 -2.02773  0.10
H8 0.55732 6.77330 -3.78959  0.10
H9 1.81465 4.85549 -4.72293  0.10
H10 1.39083 2.56889 -3.86345  0.12
H11 3.60059 2.61439 1.87317  0.11
H12 5.67997 1.40645 2.44994  0.10
H13 5.99498 -0.92905 1.70188  0.10
H14 4.22279 -2.06140 0.38014  0.12
H15 2.15841 -0.85886 -0.21552  0.07
H16 0.38577 4.16176 1.83230  0.10
H17 1.02919 6.55004 1.57069  0.10
H18 2.72887 7.18886 -0.10700  0.10
H19 3.77321 5.45763 -1.53357  0.11
H20 3.11848 3.08323 -1.26844  0.12
H21 -2.40683 0.11707 4.24145  0.10
H22 -2.99986 1.16934 6.42119  0.10
H23 -1.72690 3.13525 7.22121  0.10
H24 0.14500 4.02165 5.86715  0.10
H25 0.74240 2.94221 3.72671  0.09
H26 1.85901 0.80635 4.13055  0.10
H27 3.53193 -0.87002 4.81690  0.10
H28 3.40345 -3.18282 3.95301  0.10
H29 1.59460 -3.81146 2.35830  0.11
H30 -0.04409 -2.08141 1.62788  0.05
O1 1.31215 -2.69043 -0.99503  -0.37
S4 0.25393 -3.53219 -1.55132  0.55
O2 0.71426 -4.44209 -2.59166  -0.35
N5 -0.96168 -2.61857 -1.87118  -0.14
C37 -2.17772 -3.15492 -2.23590  -0.27
C38 -2.39029 -4.30147 -2.97472  -0.03
C39 -3.69653 -4.71045 -3.31867  -0.10
C40 -4.80044 -3.99760 -2.95110  -0.08
C41 -4.63661 -2.81769 -2.18174  -0.17
C42 -5.71867 -2.02303 -1.73597  -0.04
C43 -5.47882 -0.91542 -0.97640  -0.07
C44 -4.14146 -0.59414 -0.64524  -0.15
N6 -3.12729 -1.30755 -1.04624  0.11
C45 -3.34120 -2.39968 -1.81241  -0.16
C46 -0.25551 -4.59427 -0.19808  -0.26
C47 0.37320 -5.81737 -0.01304  -0.07
C48 0.03577 -6.60310 1.07952  -0.10
C49 -0.93367 -6.17087 1.97588  -0.10
C50 -1.57087 -4.95448 1.77517  -0.08
C51 -1.23597 -4.16235 0.68564  -0.08
H31 -1.54073 -4.88130 -3.30851  0.09
H32 -3.81225 -5.61731 -3.90236  0.09
H33 -5.79806 -4.31830 -3.22935  0.09
H34 -6.73023 -2.31074 -2.00470  0.10
H35 -6.28875 -0.29087 -0.62067  0.09
H36 -3.89572 0.26783 -0.03397  0.08
H37 1.11419 -6.14028 -0.73291  0.11
H38 0.52567 -7.55790 1.22971  0.09
H39 -1.19581 -6.78690 2.82776  0.09
H40 -2.33038 -4.61373 2.46779  0.10
H41 -1.71307 -3.20125 0.51925  0.09

- Which of these has the lowest relative energy (zero: lowest compared OMol25 entry of this formula, charge and spin)?
  C51H41BrIN2O5S7V

- Among the records above, which one has the highest multiplicity?
  C51H41BrIN2O5S7V

- What is the charge in the second record?
  -1

- Look up the relative energy (zero: lowest compared OMol25 entry of this formula, charge and spin) of the second one.
  45.6 kcal per mole